Version A
22
Properties=species:S:1:pos:R:3 method="wB97M-V/def2-TZVPD" lumo_ev=0.92 multiplicity=1 gap_ev=9.5914 e_homo_ev=-8.7
C -3.018 -0.550 -1.720
C -1.915 -0.720 -0.637
C -0.614 -0.489 -0.831
C 0.031 -0.191 -2.100
C 0.311 -0.913 0.263
C 0.506 0.189 1.316
C 1.994 0.558 1.867
O 2.481 1.869 1.754
H -3.868 -1.400 -1.449
H -3.639 0.292 -1.281
H -2.560 -0.496 -2.792
H -2.185 -0.809 0.361
H 0.800 0.644 -2.087
H 0.466 -1.110 -2.683
H -0.711 0.164 -2.857
H 1.281 -1.254 -0.069
H -0.032 -1.885 0.804
H 0.097 1.095 0.813
H 0.042 -0.134 2.187
H 2.013 0.007 2.858
H 2.827 -0.009 1.281
H 1.849 2.640 1.932

=====

Version B
22
Properties=species:S:1:pos:R:3 method="wB97M-V/def2-TZVPD" lumo_ev=0.94 multiplicity=1 gap_ev=9.8767 e_homo_ev=-8.9
C -0.919 3.107 -0.286
C 0.024 1.950 -0.102
C -0.230 0.794 0.501
C -1.515 0.564 1.289
C 0.719 -0.359 0.515
C 0.244 -1.590 -0.264
C 1.443 -2.434 -0.664
O 1.066 -3.560 -1.455
H -1.795 2.843 -0.893
H -1.343 3.454 0.667
H -0.433 3.956 -0.770
H 0.969 2.078 -0.590
H -2.209 -0.098 0.759
H -1.240 0.052 2.214
H -2.006 1.512 1.476
H 1.008 -0.720 1.507
H 1.716 -0.012 0.207
H -0.345 -2.240 0.353
H -0.292 -1.285 -1.161
H 2.178 -1.786 -1.133
H 1.870 -2.894 0.224
H 1.089 -3.334 -2.392

=====

Version C
22
Properties=species:S:1:pos:R:3 method="wB97M-V/def2-TZVPD" lumo_ev=1.06 multiplicity=1 gap_ev=9.2819 e_homo_ev=-8.2
C -2.967 -1.200 0.251
C -1.721 -0.737 -0.491
C -1.259 0.479 -0.261
C -2.108 1.619 0.054
O 0.100 0.869 -0.255
C 1.083 -0.146 -0.114
C 2.446 0.459 0.093
C 3.633 -0.454 0.009
H -3.822 -1.410 -0.516
H -3.269 -0.519 1.106
H -2.743 -2.138 0.761
H -1.120 -1.394 -1.092
H -3.202 1.468 -0.078
H -1.839 2.385 -0.639
H -1.939 2.133 1.001
H 0.917 -0.859 0.714
H 0.942 -0.781 -0.972
H 2.472 0.933 1.070
H 2.562 1.318 -0.578
H 3.783 -0.767 -1.027
H 3.533 -1.333 0.626
H 4.519 0.076 0.340

=====

Version D
22
Properties=species:S:1:pos:R:3 method="wB97M-V/def2-TZVPD" lumo_ev=0.47 multiplicity=1 gap_ev=8.7050 e_homo_ev=-8.2
C -1.348 -0.526 1.165
C -2.090 1.298 -0.453
C -1.301 0.034 -0.236
O -1.147 -0.756 -1.222
H -2.391 -0.730 1.422
H -0.764 -1.437 1.237
H -0.944 0.187 1.883
H -1.793 2.075 0.253
H -3.145 1.080 -0.273
H -1.980 1.655 -1.474
C 1.434 -1.353 -1.142
C 0.896 1.179 -0.317
C 1.648 -0.519 -0.025
C 2.039 -0.674 1.225
H 1.487 -2.420 -0.943
H 1.926 -1.045 -2.062
H 0.097 -1.170 -1.322
H 0.355 1.420 -1.227
H 0.651 1.745 0.578
H 1.916 1.457 -0.581
H 1.801 0.023 2.015
H 2.653 -1.522 1.498

=====

Quick one: least stable of them? version D